1.
31
Properties=species:S:1:pos:R:3:forces:R:3 method="wB97M-V/def2-TZVPD" total_charge=+1 homo_lumo_gap_ev=8.6 spin_multiplicity=1 relative_energy_kcal_mol=0.0
Rb 3.179373 -0.293645 1.908300 -0.28 -0.07 0.09
C 1.216764 2.273755 0.652586 -0.68 0.25 0.50
C 0.294053 1.254350 -0.030525 -0.17 0.45 -0.11
C 0.826262 0.922616 -1.418154 -0.82 -1.01 -0.45
C 0.053550 -0.246466 -2.067177 0.39 0.05 -0.07
C 0.144208 -1.485617 -1.188442 0.16 0.49 -0.19
C -0.299181 -1.253689 0.256803 -0.73 -0.33 0.32
N 0.258308 0.015900 0.753186 1.56 -0.55 -0.28
O 0.029282 0.198051 2.130545 -0.15 0.21 -0.15
C -1.837237 -1.333572 0.391271 0.22 0.21 -0.01
C 0.332526 -2.376436 1.079761 0.44 0.06 0.14
C -1.077096 1.943739 -0.167729 -0.01 0.18 0.22
H 0.711383 2.578047 1.572545 0.25 0.19 0.02
H 1.300805 3.153958 0.018328 0.08 0.00 -0.03
H 2.229819 1.973595 0.935814 -0.11 -0.23 -0.37
H 0.685454 1.780084 -2.073134 0.43 0.25 0.14
H 1.873460 0.608851 -1.370529 0.11 0.33 0.01
H 0.527840 -0.470383 -3.026847 -0.12 0.03 0.01
H -0.976800 0.025503 -2.301049 -0.03 0.02 0.15
H 1.193300 -1.806398 -1.196392 -0.04 -0.02 0.09
H -0.436773 -2.308567 -1.601315 -0.02 -0.05 0.01
H -2.321057 -0.435637 0.007323 -0.03 -0.07 -0.02
H -2.224999 -2.184704 -0.166198 0.02 -0.06 0.04
H -2.125722 -1.465715 1.435398 -0.04 0.05 -0.01
H 1.414877 -2.234104 0.989023 0.03 -0.33 0.01
H 0.089644 -2.369360 2.141498 -0.23 0.12 -0.07
H 0.100718 -3.360818 0.675349 -0.10 0.04 -0.05
H -0.965217 2.966599 -0.531877 0.11 -0.06 -0.06
H -1.562945 2.039581 0.808302 -0.08 -0.11 -0.07
H -1.738558 1.428726 -0.858752 -0.05 -0.06 0.08
H -0.896052 0.461742 2.242094 -0.12 0.00 0.10

2.
11
Properties=species:S:1:pos:R:3:forces:R:3 method="wB97M-V/def2-TZVPD" total_charge=-1 homo_lumo_gap_ev=7.3 spin_multiplicity=1 relative_energy_kcal_mol=72.9 smiles="CN=[S@](=O)([O-])C=S"
C -1.542512 -0.845732 1.313429 1.22 1.71 -1.60
C 1.066261 0.221404 -1.542869 -3.85 0.49 -0.73
N 0.542183 1.270399 -0.637951 -1.01 -2.07 1.01
O -0.349617 1.649364 1.614250 -0.43 -0.15 0.39
O 1.223048 -0.231162 1.313512 -0.16 -0.65 -0.02
S -2.543210 -1.474632 0.236492 -0.03 -0.20 0.30
S 0.129381 0.567282 0.771656 0.46 1.60 0.09
H -1.699286 -0.866385 2.400048 0.32 -0.02 -0.24
H 0.172174 -0.361322 -1.855936 0.28 -0.33 0.22
H 1.319458 0.525577 -2.537464 1.11 1.02 -0.20
H 1.682121 -0.454793 -1.075166 2.10 -1.39 0.79

3.
16
Properties=species:S:1:pos:R:3:forces:R:3 method="wB97M-V/def2-TZVPD" homo_lumo_gap_ev=7.4 spin_multiplicity=1 relative_energy_kcal_mol=104.4
C 1.177239 0.548865 -0.983247 -1.61 -1.04 -1.47
C -0.082212 0.321573 -0.566979 0.80 -0.69 0.19
C 2.742287 -1.115434 0.142008 0.22 -0.20 -0.85
C -1.044297 -0.804640 -1.051807 1.57 1.19 1.26
C -1.503837 1.050485 1.310657 -3.35 -2.41 -5.30
O -0.345013 1.157162 0.504739 -0.51 -1.06 0.45
Cl 1.815485 -2.338635 0.878448 -0.31 -0.23 0.34
Br 3.679906 -0.136855 1.428939 0.10 0.33 0.50
H 1.530852 0.117510 -1.900057 0.22 -0.19 -0.04
H 1.651927 1.383766 -0.569515 0.92 0.92 0.51
H -0.736312 -1.825519 -1.001119 1.23 -0.59 0.71
H -1.373625 -0.795359 -2.036845 -0.31 1.06 -2.08
H -1.906075 -0.780018 -0.480387 -1.87 0.19 1.23
H -1.392931 1.657616 2.090572 0.76 2.08 3.42
H -1.872220 -0.033711 1.596165 1.00 2.14 -0.53
H -2.341173 1.593193 0.638428 1.13 -1.49 1.66